# 1
This record from the OMol25 dataset describes an isolated ion of composition C9H18BFNO5Si and charge -1. The level of theory is the ωB97M-V functional and the def2-TZVPD basis.

Each line ends with the natural charge from an NBO analysis.
Positions of all 36 atoms, in Å:
C -4.1189 -0.4335 -0.5911  -1.15
Si -2.5626 -1.0682 0.2798  1.89
C -2.0308 0.2978 1.4933  -1.13
C -3.0098 -2.6057 1.2852  -1.12
O -1.3498 -1.5302 -0.7679  -0.89
C -0.4205 -0.4818 -1.1490  -0.07
C 0.7948 -0.5113 -0.2579  -0.44
C 1.9517 0.3856 -0.7692  0.15
C 3.0564 0.1261 0.2771  0.71
O 3.8017 -0.7458 0.1627  -0.51
N 3.0225 1.0361 1.4231  -0.71
C 3.9348 0.7459 2.4078  0.97
O 5.0483 0.5833 2.3204  -0.53
F 3.3467 0.7259 3.6261  -0.37
C 1.5556 1.9093 -0.8983  -0.10
O 2.1989 2.3452 -2.0651  -0.72
B 2.0379 1.1832 -2.9475  0.44
O 2.3228 0.0259 -2.0224  -0.70
H -5.0044 -0.9050 -0.1749  0.23
H -4.2374 0.6356 -0.4227  0.23
H -4.0458 -0.5691 -1.6669  0.25
H -2.9371 0.6207 1.9963  0.23
H -1.5598 1.1313 0.9862  0.24
H -1.3586 -0.1525 2.2195  0.23
H -2.1177 -2.8886 1.8394  0.23
H -3.7388 -2.2934 2.0316  0.22
H -3.3785 -3.4058 0.6561  0.24
H -0.1000 -0.6720 -2.1660  0.23
H -0.9346 0.4769 -1.1352  0.16
H 1.1821 -1.5299 -0.2656  0.23
H 0.5784 -0.2532 0.7831  0.17
H 2.1011 0.9106 1.8397  0.40
H 0.4817 2.0792 -1.0571  0.15
H 1.9302 2.5622 -0.1086  0.18
H 0.8286 1.0920 -3.2218  -0.19
H 2.7310 1.1731 -3.9399  -0.12

Atomic forces in eV per Å
C 0.5461 0.2361 0.1115
Si -0.0206 -0.2817 0.1114
C -0.1886 -1.0085 -0.5107
C 0.4027 1.0872 -0.0770
O -0.3492 0.6208 0.5398
C -0.2152 -0.4788 -0.0505
C 0.3893 0.1556 -0.0271
C -1.2086 0.9907 0.7166
C -2.3056 2.8509 -1.2856
O 2.9076 -2.7729 0.1571
N -0.7941 -1.1681 0.7396
C -4.1249 0.9420 -0.0623
O 5.8802 -0.8504 -0.4797
F -0.7997 0.0832 0.7847
C 0.7201 0.7411 -0.4665
O 0.2826 -0.0637 0.1143
B -0.4844 -0.1241 -0.2685
O 0.7501 -0.7147 -0.2868
H -0.1614 -0.2332 -0.1632
H 0.0587 0.1653 0.0213
H -0.2096 -0.2275 -0.1119
H -0.0925 0.2135 0.1763
H 0.0957 0.2182 0.0498
H 0.1677 0.2027 0.1802
H 0.1065 -0.3660 -0.0741
H -0.3249 -0.1966 -0.0156
H -0.0745 -0.2478 0.0653
H -0.0062 0.0276 -0.1485
H 0.0448 0.1734 -0.0618
H -0.0129 -0.1504 0.0420
H -0.3619 -0.0166 0.0790
H -0.1670 0.7345 -0.3029
H -0.1674 -0.3986 0.4331
H -0.2897 -0.2649 0.4158
H -0.2080 0.0659 -0.3553
H 0.2147 0.0556 0.0105

## Properties
- F_max (Eh/bohr) = 0.1159
- net charge = -1
- HOMO-LUMO gap (eV) = 7.168

***

# 2
This record from the OMol25 dataset describes C9H18ClIIrN2O2P as an isolated structure. The level of theory is the ωB97M-V functional and the def2-TZVPD basis.

Each line ends with the natural charge from an NBO analysis.
Positions of all 35 atoms, in Å:
C -2.7078 1.8713 -3.8823  -0.75
C -2.3718 0.8776 -2.8197  0.33
H -3.4342 1.4324 -4.5825  0.30
H -1.8009 2.1846 -4.4233  0.31
H -3.1606 2.7490 -3.4135  0.27
O -2.3575 -0.3188 -2.9042  -0.33
I -2.1873 1.9731 -0.8025  0.62
Ir -0.5264 0.1692 -0.2392  0.48
P 1.2038 -0.6202 -1.5320  1.17
C 1.4264 -2.4119 -1.3013  -0.96
C 0.9632 -0.3639 -3.3038  -0.97
H 2.8104 1.1595 -1.3123  0.28
H 3.6154 -0.3769 -1.7847  0.29
H 3.0809 -0.1048 -0.0955  0.26
C 2.8434 0.0769 -1.1506  -0.95
H 1.1575 0.6909 -3.5417  0.28
H 1.6656 -1.0012 -3.8643  0.30
H 2.1648 -2.7880 -2.0166  0.30
H 0.4757 -2.9335 -1.4422  0.26
H -0.0687 -0.6132 -3.5902  0.27
H 1.7904 -2.6016 -0.2869  0.27
C -1.5562 -1.3694 -0.5251  0.55
O -2.1674 -2.3477 -0.6518  -0.32
Cl 0.8584 2.0410 0.3477  -0.33
C 1.1056 0.5287 4.7873  -0.44
N -0.1747 0.2012 4.1511  -0.10
C -1.3407 0.0339 5.0179  -0.44
C -0.2671 0.0668 2.8646  0.60
N -0.4237 -0.0202 1.7101  -0.31
H 0.9254 0.6219 5.8631  0.28
H 1.5022 1.4761 4.3954  0.30
H 1.8415 -0.2640 4.5991  0.30
H -2.1144 0.7714 4.7756  0.30
H -1.7594 -0.9721 4.9059  0.30
H -1.0117 0.1817 6.0487  0.28

Atomic forces in eV per Å
C -1.0973 0.2497 -0.6443
C 0.6068 -2.1506 -3.2167
H 0.2629 0.0940 0.0751
H -0.0741 -0.2388 0.3080
H 0.1427 0.0449 -0.1681
O -0.4643 0.7397 0.1676
I -1.0254 2.6943 2.7058
Ir 2.1125 0.8362 0.1799
P 2.3651 -1.3241 -1.2875
C -0.4844 0.1332 0.3314
C -0.5876 0.3574 -0.1796
H 0.1719 -0.2369 -0.0439
H -0.3132 -0.0600 0.0165
H 0.0118 0.0084 -0.2459
C -0.3404 0.4221 0.3422
H -0.0220 -0.2427 0.0026
H -0.1480 0.1623 0.2792
H -0.0697 0.1482 0.0140
H 0.2083 -0.0933 -0.0814
H 0.4508 -0.0484 -0.0366
H -0.0364 -0.0268 -0.1176
C -3.0169 -4.4670 -1.1419
O 2.2097 3.5176 0.5908
Cl -0.6190 -0.1694 -0.3962
C 0.4335 0.1410 0.4534
N 0.3865 0.1581 1.2698
C -0.4095 0.0036 0.5419
C -0.5170 -0.1634 -1.8744
N 0.0226 -0.2577 3.3909
H 0.1245 -0.0496 -0.3574
H -0.1294 -0.1305 -0.1519
H -0.0897 0.0102 -0.1088
H 0.0243 -0.0141 -0.1830
H 0.0197 -0.0052 -0.1853
H -0.1095 -0.0423 -0.2488

## Properties
- spin multiplicity = 6
- F_max (Eh/bohr) = 0.1072
- net charge = +3
- HOMO-LUMO gap (alpha / beta) (eV) = 5.915 / 4.882

***

# 3
This record from the OMol25 dataset describes C9H18CuNO11 as an isolated structure. The level of theory is the ωB97M-V functional and the def2-TZVPD basis.

Each line ends with the natural charge from an NBO analysis.
Positions of all 40 atoms, in Å:
Cu 1.5637 -0.6572 -1.8561  0.92
O 1.4386 0.9618 -6.4991  -0.74
C 2.4726 1.4357 -7.1414  0.92
O 2.2590 1.7954 -8.3441  -0.85
O 3.5733 1.4216 -6.5589  -0.76
H 0.7984 1.0309 -7.2112  0.48
O 5.1973 -6.1721 -0.7536  -0.76
C 5.6520 -5.6978 -1.9365  0.92
O 5.0188 -4.8384 -2.5530  -0.80
O 6.6960 -6.1731 -2.3434  -0.82
H 5.9594 -6.6709 -0.4502  0.47
O 1.2582 5.9060 0.3354  -0.75
C 1.6965 5.1844 -0.6369  0.89
O 2.2511 5.6625 -1.6135  -0.77
O 1.4264 4.0140 -0.4740  -0.85
H 1.1743 4.9988 0.6379  0.48
C -3.7293 0.3957 -1.0332  -0.24
O -2.7167 -0.3723 -0.4611  -0.55
C -3.0909 -1.2556 0.5866  -0.07
C -1.8359 -2.0321 1.1244  -0.23
N -0.8286 -1.2803 1.8609  -0.63
C -1.3394 -0.3038 2.8236  -0.24
C -0.2715 0.1810 3.9044  -0.06
O -0.9090 1.0779 4.9018  -0.55
C -1.4726 2.2774 4.5048  -0.26
H -4.6300 -0.1967 -1.1941  0.16
H -3.4068 0.9048 -1.9414  0.21
H -4.0099 1.1857 -0.3366  0.16
H -3.7983 -1.9963 0.2138  0.16
H -3.7153 -0.8463 1.3807  0.17
H -1.5126 -2.6353 0.2760  0.20
H -2.2132 -2.8580 1.7273  0.17
H -0.2438 -1.9255 2.3725  0.35
H -2.0837 -0.7840 3.4589  0.15
H -1.7424 0.5835 2.3353  0.20
H 0.5240 0.6589 3.3326  0.19
H -0.0995 -0.8122 4.3190  0.18
H -2.1316 2.0454 3.6682  0.17
H -0.8911 3.1951 4.4165  0.19
H -2.2874 2.5914 5.1573  0.18

Atomic forces in eV per Å
Cu 0.1920 0.3017 -0.1893
O -2.8261 -1.1726 1.7234
C 4.2193 1.1446 -2.5430
O -0.4081 -0.0618 0.5490
O -0.3567 0.0430 0.3768
H -0.7415 -0.0934 -0.0272
O -0.9699 -0.1712 1.7554
C -0.1645 1.4417 -2.2515
O -1.8691 0.9090 0.5601
O 2.8210 -1.8309 -0.0538
H 0.0371 -0.3098 0.1019
O -0.6916 3.5432 3.0368
C 2.5212 2.0002 -6.6426
O 0.9188 1.2737 -1.1029
O -0.8129 -6.0239 0.7720
H -2.0289 -0.9688 4.0844
C -0.7390 0.4966 0.7763
O 1.0063 -0.6024 0.4337
C 0.5822 -0.6099 -0.0203
C -1.7791 -0.0320 -0.1765
N 0.6426 0.7698 -0.4067
C 0.0834 0.5265 0.8489
C -2.5764 0.4551 -1.6022
O 1.7927 -2.0943 0.2013
C -2.1022 0.1722 -0.9169
H -0.1136 -0.1752 -0.3843
H 0.2476 -0.4617 -0.0125
H -0.1664 0.2566 0.1492
H 0.1473 -0.5237 -0.5239
H 0.4635 1.0042 0.2957
H 1.0197 0.6445 -0.3019
H -0.6292 0.0581 0.6295
H 0.1362 -0.2069 -0.1501
H -0.7081 0.1799 -0.0012
H -0.1634 -0.3322 -0.2967
H 0.4257 -0.0580 0.6271
H 1.0117 0.7176 1.0317
H 0.5304 0.6967 -0.9510
H 0.7722 -0.4867 -0.5091
H 0.2757 -0.4195 1.1106

## Properties
- F_max (Eh/bohr) = 0.1435
- net charge = -2
- HOMO-LUMO gap (eV) = 2.507